[1]
Density functional theory data (ωB97M-V with the def2-TZVPD basis set) for a gas-phase ion, C5H12N3O (charge +1) in a non-equilibrium geometry.

Net charge   +1
Spin multiplicity   3
Energy relative to the best compared isomer or geometry (same formula, charge and spin)   3.721 eV

CARTESIAN COORDINATES (ANGSTROEM)
O (1.344, -0.520, 0.736)
N (-4.250, -1.116, -0.192)
N (-2.160, -0.114, 0.106)
N (-3.274, -0.603, 0.009)
C (-0.868, -0.797, 0.260)
C (2.234, -1.271, -0.174)
C (0.088, 1.506, 1.200)
C (0.567, 0.707, -1.206)
C (0.284, 0.225, 0.243)
H (3.216, -1.429, 0.335)
H (1.592, 1.201, -1.342)
H (-0.822, -1.286, 1.213)
H (1.728, -2.103, -0.732)
H (-0.149, 1.388, -1.594)
H (-0.764, -1.606, -0.504)
H (2.485, -0.516, -0.949)
H (0.560, 2.391, 0.816)
H (-0.913, 1.761, 1.379)
H (0.533, -0.110, -1.934)
H (0.574, 1.401, 2.211)
H (-2.004, 0.888, 0.120)

=====

[2]
Density functional theory data (ωB97M-V with the def2-TZVPD basis set) for 2 unconnected molecules or ions with the total composition C4H10N2O2 in a non-equilibrium geometry.

Structure (SMILES)   CC(=O)CO.C=NN
Energy relative to the best compared isomer or geometry (same formula, charge and spin)   3.528 eV

CARTESIAN COORDINATES (ANGSTROEM)
O (2.117, 0.630, -0.860)
O (1.121, 2.348, 0.892)
N (-2.583, -0.803, 0.022)
N (-1.395, -0.376, -0.569)
C (-1.428, 0.244, -1.673)
C (1.435, 0.101, -0.009)
C (0.965, 1.003, 1.208)
C (1.395, -1.376, 0.222)
H (1.677, 2.380, 0.092)
H (-2.350, 0.491, -2.198)
H (-0.515, 0.670, -2.051)
H (1.558, 0.719, 2.085)
H (-0.090, 0.778, 1.400)
H (1.551, -1.638, 1.265)
H (2.111, -1.881, -0.421)
H (0.388, -1.708, -0.038)
H (-2.513, -1.204, 0.944)
H (-3.447, -0.379, -0.310)

=====

[3]
Density functional theory data (ωB97M-V with the def2-TZVPD basis set) for a molecular structure, C3H2HgO3 in a non-equilibrium geometry.

Net charge   +1
Spin multiplicity   2
Energy relative to the best compared isomer or geometry (same formula, charge and spin)   3.835 eV

CARTESIAN COORDINATES (ANGSTROEM)
Hg (-2.825, -2.982, 0.748)
O (0.985, -0.415, 0.718)
O (-1.172, -1.673, 0.511)
O (-0.792, 0.307, -0.521)
C (-0.530, -0.713, 0.202)
C (0.544, 1.338, -0.581)
C (1.396, 0.745, 0.251)
H (2.144, 1.011, -0.722)
H (0.250, 2.383, -0.607)